1.
Density functional theory data (ωB97M-V/def2-TZVPD) for a cluster of 7 separate species, C47H83Cl3O11P2 in total.

XYZ file:
```
146
Properties=species:S:1:pos:R:3:lowdin_charge:R:1
C 3.1854 3.5208 -1.1996 -0.150
C 3.9339 3.2988 0.1333 -0.247
C 5.3846 3.8787 0.2128 -0.531
Cl 5.8985 4.5324 -1.4285 0.635
C 6.4271 2.8019 0.5411 -0.205
C 6.5714 1.7984 -0.4201 -0.032
C 7.5114 0.8071 -0.2323 0.016
C 8.2823 0.8397 0.9142 -0.082
C 8.1331 1.7980 1.8988 -0.035
C 7.1793 2.8103 1.7090 -0.078
C 7.0270 3.8940 2.7766 -0.077
O 6.5653 3.2992 4.0129 -0.019
C 5.4796 2.4715 3.7966 -0.475
C 5.6197 0.9536 3.9589 0.052
O 4.4274 2.9509 3.4407 0.116
C 9.0249 1.6853 3.1315 -0.263
O 9.4876 2.6360 3.7148 0.111
C 9.2419 0.2297 3.5721 -0.110
C 9.2691 -0.0914 4.9139 -0.576
Cl 9.1003 1.0815 6.1898 0.750
C 9.4554 -1.4246 5.2360 -0.153
C 9.5632 -2.4074 4.2805 -0.379
P 9.8043 -4.0566 5.1210 0.599
O 8.3252 -4.8289 5.1125 -0.362
Cl 11.1044 -5.2041 3.9679 0.207
C 9.5141 -2.1116 2.8843 -0.296
P 9.6223 -3.4272 1.6081 0.959
C 8.2905 -4.6400 2.1320 -0.287
C 9.0557 -2.9065 -0.0758 -0.429
C 8.6454 -4.1203 -0.9774 -0.149
C 9.3836 -0.7441 2.5857 -0.085
C 9.3843 -0.1805 1.1892 -0.292
O 10.2201 -0.3737 0.3343 0.120
H 2.1585 3.1359 -1.0947 0.067
H 3.1003 4.5987 -1.3746 0.064
H 3.6331 2.9999 -2.0510 0.058
H 3.3507 3.8280 0.9002 0.107
H 3.9045 2.2349 0.3998 0.110
H 5.4313 4.7381 0.8757 0.082
H 5.9637 1.7928 -1.3221 0.114
H 7.7030 -0.0010 -0.9382 0.125
H 6.3028 4.6631 2.4969 0.115
H 7.9995 4.3509 2.9721 0.134
H 5.0206 0.5792 4.7916 0.097
H 5.3067 0.5356 2.9940 0.099
H 6.6880 0.7356 4.0661 0.058
H 9.4899 -1.6615 6.3015 0.095
H 8.0503 -4.7534 6.0367 0.039
H 8.7211 -5.5811 2.4830 0.008
H 7.6068 -4.8752 1.3072 0.033
H 7.6743 -4.1687 2.9080 0.028
H 9.9182 -2.4542 -0.5758 0.060
H 8.2308 -2.1839 -0.0115 0.063
H 9.0114 -3.9336 -1.9929 0.069
H 8.9717 -5.0846 -0.5783 0.060
H 7.5499 -4.0845 -1.0628 0.069
C -1.3513 1.2268 -3.1669 -0.077
C -1.1802 0.0633 -2.2047 -0.284
O -0.4264 0.3836 -1.0497 -0.165
C -0.9475 1.4123 -0.2255 -0.284
C -2.3302 1.1136 0.3269 -0.073
H -0.3776 1.6078 -3.4808 0.080
H -1.9055 0.9083 -4.0511 0.077
H -1.8967 2.0552 -2.7129 0.066
H -0.6369 -0.7370 -2.7101 0.110
H -2.1519 -0.3546 -1.9195 0.107
H -0.9379 2.3675 -0.7629 0.105
H -0.2487 1.5198 0.6056 0.117
H -3.0733 1.0035 -0.4637 0.068
H -2.6583 1.9215 0.9827 0.069
H -2.3196 0.1832 0.8977 0.084
C -8.5665 2.9499 0.8109 -0.073
C -7.4860 1.8846 0.7558 -0.281
O -6.1854 2.4068 0.5460 -0.167
C -5.7069 3.3092 1.5293 -0.279
C -5.6301 2.7088 2.9217 -0.073
H -8.5676 3.5372 -0.1093 0.075
H -9.5475 2.4895 0.9344 0.081
H -8.4168 3.6423 1.6411 0.061
H -7.6896 1.2200 -0.0852 0.112
H -7.5047 1.2599 1.6556 0.107
H -6.3100 4.2237 1.5309 0.108
H -4.7042 3.6019 1.2135 0.109
H -6.6104 2.4046 3.2910 0.061
H -5.2193 3.4351 3.6243 0.075
H -4.9913 1.8229 2.9203 0.078
C 1.0353 -4.3104 -5.0980 -0.076
C 1.2189 -5.4719 -4.1355 -0.278
O 1.9702 -5.1431 -2.9803 -0.160
C 1.4344 -4.1192 -2.1607 -0.281
C 0.0528 -4.4330 -1.6120 -0.075
H 2.0039 -3.9182 -5.4138 0.081
H 0.4831 -4.6354 -5.9814 0.071
H 0.4814 -3.4874 -4.6434 0.060
H 1.7699 -6.2670 -4.6394 0.118
H 0.2507 -5.8979 -3.8512 0.104
H 1.4325 -3.1648 -2.6994 0.102
H 2.1304 -4.0017 -1.3291 0.117
H -0.6858 -4.5534 -2.4062 0.062
H -0.2861 -3.6269 -0.9592 0.075
H 0.0713 -5.3618 -1.0392 0.082
C -8.2589 3.0647 -4.3497 -0.076
C -8.3391 2.0689 -3.2050 -0.281
O -9.6635 1.6902 -2.8714 -0.164
C -10.4149 1.0667 -3.8976 -0.282
C -9.7979 -0.2225 -4.4130 -0.080
H -8.8304 3.9639 -4.1126 0.083
H -7.2211 3.3461 -4.5338 0.078
H -8.6624 2.6552 -5.2769 0.065
H -7.9172 2.5268 -2.3091 0.104
H -7.7316 1.1814 -3.4141 0.109
H -10.5915 1.7703 -4.7188 0.106
H -11.3917 0.8465 -3.4650 0.118
H -8.8186 -0.0564 -4.8640 0.065
H -10.4422 -0.6733 -5.1690 0.076
H -9.6666 -0.9347 -3.5964 0.081
C -4.5132 -5.0186 -6.3356 -0.078
C -3.0788 -5.2799 -5.9081 -0.289
O -2.9126 -6.4723 -5.1623 -0.165
C -3.2795 -7.6761 -5.8134 -0.281
C -2.4995 -7.9455 -7.0889 -0.079
H -5.1687 -4.9781 -5.4639 0.083
H -4.5816 -4.0705 -6.8711 0.077
H -4.8921 -5.8010 -6.9946 0.065
H -2.7501 -4.4666 -5.2592 0.115
H -2.4056 -5.2774 -6.7728 0.103
H -4.3581 -7.6896 -6.0051 0.106
H -3.0834 -8.4770 -5.0995 0.118
H -2.6664 -7.1743 -7.8422 0.065
H -2.7978 -8.9027 -7.5186 0.077
H -1.4283 -7.9749 -6.8810 0.080
C -9.1303 5.7863 5.8195 -0.078
C -8.0445 4.7246 5.7702 -0.282
O -6.7442 5.2456 5.5608 -0.170
C -6.2650 6.1528 6.5383 -0.280
C -6.1876 5.5633 7.9362 -0.080
H -9.1335 6.3709 4.8978 0.082
H -10.1090 5.3205 5.9433 0.078
H -8.9852 6.4808 6.6481 0.065
H -8.2404 4.0556 4.9308 0.109
H -8.0647 4.1041 6.6728 0.108
H -6.8672 7.0681 6.5334 0.106
H -5.2632 6.4409 6.2173 0.118
H -7.1677 5.2636 8.3096 0.065
H -5.7741 6.2948 8.6318 0.077
H -5.5498 4.6777 7.9411 0.081
```

Results
orbital gap: 0.262 Ha
lowest unoccupied orbital energy: -0.0335 Ha
highest occupied orbital energy: -8.051 eV
SMILES: CC[C@H](Cl)c1ccc2c(c1COC(C)=O)C(=O)c1c(Cl)cc(P(O)Cl)c(P(C)CC)c1C2=O.CCOCC.CCOCC.CCOCC.CCOCC.CCOCC.CCOCC

2.
Density functional theory data (ωB97M-V/def2-TZVPD) for a structure of composition C40H49As2N4O6PtS2.

XYZ file:
```
104
Properties=species:S:1:pos:R:3:lowdin_charge:R:1
Pt -0.0114 1.6178 -0.2382 1.049
O -0.3722 5.7412 1.0257 -0.239
As -1.5648 4.5763 0.5029 0.879
O -2.9808 4.8353 1.2567 -0.458
O -0.9126 3.0546 0.8235 -0.622
C -1.8053 4.9998 -1.3945 -0.252
C -3.1052 5.3859 -1.6986 -0.098
C -3.4386 5.8014 -2.9819 -0.082
C -2.4706 5.8480 -3.9702 -0.083
C -1.1669 5.4699 -3.6801 -0.071
C -0.8400 5.0461 -2.4039 -0.285
S 0.8309 4.5258 -2.0943 0.461
O 1.5010 4.4057 -3.3689 -0.317
O 1.4125 5.4804 -1.1703 -0.310
O 0.6443 3.2035 -1.4691 -0.514
H 0.4159 5.6752 0.4540 0.001
H -3.8431 5.3523 -0.9064 0.095
H -4.4589 6.0889 -3.2046 0.099
H -2.7254 6.1770 -4.9703 0.098
H -0.3949 5.4829 -4.4379 0.106
C 2.2018 -1.4118 -3.2612 -0.058
C 2.6537 -0.1143 -3.0865 -0.041
C 1.9574 0.7414 -2.2527 -0.115
N 0.8585 0.3569 -1.5933 -0.139
C 0.4212 -0.8959 -1.7698 -0.184
C 1.0500 -1.8037 -2.5999 -0.056
H 2.7329 -2.1009 -3.9058 0.106
H 3.5410 0.2519 -3.5835 0.110
H 2.2689 1.7658 -2.1051 0.108
H -0.4890 -1.1507 -1.2499 0.086
H 0.6447 -2.8016 -2.6946 0.112
C -4.1254 -0.5616 -2.4977 -0.114
N -3.0377 -0.6205 -3.4611 -0.221
C -2.4591 -1.9513 -3.5732 -0.076
C -2.2549 0.5065 -3.6218 -0.780
S -2.3755 1.8235 -2.6219 0.770
N -1.3902 0.4733 -4.6791 -0.211
C -0.4496 1.5676 -4.8684 -0.089
C -1.6713 -0.3018 -5.8749 -0.068
H -4.7487 -1.4456 -2.6440 0.084
H -4.7200 0.3337 -2.6561 0.066
H -3.7570 -0.5418 -1.4667 0.080
H -2.3718 -2.4042 -2.5786 0.083
H -1.4659 -1.9059 -4.0056 0.057
H -3.0863 -2.6025 -4.1883 0.091
H -0.0751 1.9225 -3.9125 0.036
H -0.9262 2.4162 -5.3703 0.093
H 0.3831 1.2065 -5.4739 0.090
H -2.7036 -0.6466 -5.8674 0.088
H -1.0112 -1.1682 -5.9815 0.082
H -1.5287 0.3367 -6.7490 0.087
C 4.3705 0.8008 6.4610 -0.057
C 3.6555 0.3178 5.2286 -0.274
C 3.6450 1.0592 4.0592 -0.021
C 2.9766 0.6295 2.9166 -0.272
C 3.0686 1.5298 1.7078 -0.094
C 2.2608 -0.5880 2.9305 -0.249
As 1.3450 -0.9008 1.1745 1.319
N -0.1547 0.1766 1.2329 -0.378
C -1.0062 0.2069 2.3443 -0.370
C -2.0965 1.0869 2.4309 -0.044
C -2.9551 1.0650 3.5170 -0.089
C -2.7928 0.1633 4.5606 -0.126
C -1.7477 -0.7424 4.4710 -0.107
C -0.8842 -0.7233 3.3879 -0.089
C 0.8007 -2.8102 1.1236 -0.294
C -0.4929 -3.3048 0.8844 -0.252
C -1.7525 -2.4744 0.7947 -0.058
C -0.6698 -4.6836 0.7261 -0.027
C 0.3772 -5.5851 0.7619 -0.280
C 0.1469 -7.0659 0.6277 -0.060
C 1.6606 -5.0725 0.9073 -0.029
C 1.8852 -3.7137 1.0678 -0.314
C 3.3134 -3.2383 1.1547 -0.076
C 2.2996 -1.3628 4.1015 -0.274
C 1.6684 -2.7251 4.2880 -0.061
C 2.9898 -0.8946 5.2177 -0.031
H 4.8724 1.7504 6.2765 0.070
H 5.1204 0.0790 6.7912 0.075
H 3.6708 0.9460 7.2866 0.079
H 4.1708 2.0076 4.0266 0.110
H 3.7175 2.3777 1.9254 0.075
H 2.0928 1.9263 1.4185 0.042
H 3.4721 1.0008 0.8419 0.058
H -2.2731 1.7980 1.6421 0.067
H -3.7722 1.7768 3.5328 0.102
H -3.4674 0.1589 5.4074 0.085
H -1.5996 -1.4878 5.2458 0.091
H -0.1213 -1.4768 3.3349 0.043
H -1.5830 -1.4615 0.4431 0.038
H -2.2195 -2.3662 1.7760 0.088
H -2.4672 -2.9735 0.1373 0.070
H -1.6791 -5.0541 0.5715 0.111
H -0.9045 -7.2848 0.4420 0.069
H 0.4425 -7.5916 1.5381 0.078
H 0.7310 -7.4860 -0.1939 0.075
H 2.5123 -5.7461 0.8850 0.113
H 3.9975 -4.0556 0.9257 0.074
H 3.5633 -2.8522 2.1447 0.070
H 3.5022 -2.4256 0.4475 0.058
H 1.2949 -3.1743 3.3743 0.046
H 0.8364 -2.6569 4.9923 0.081
H 2.4048 -3.4088 4.7164 0.085
H 2.9943 -1.5115 6.1125 0.118
```

Results
orbital gap: 0.238 Ha
lowest unoccupied orbital energy: 0.0739 Ha
relative energy (zero: lowest compared OMol25 entry of this formula, charge and spin): 0.0 kcal/mol
highest occupied orbital energy: -4.468 eV
charge: -1

3.
Density functional theory data (ωB97M-V/def2-TZVPD) for a cluster of 2 separate species, C2H7NO2 in total.

XYZ file:
```
12
Properties=species:S:1:pos:R:3:nbo_charge:R:1
C -0.4057 0.5133 2.4107 0.282
O 0.5404 1.0126 2.9415 -0.485
H -0.2769 -0.2221 1.5880 0.092
H -1.4610 0.6845 2.6877 0.109
N -0.6978 -1.4491 -1.5552 -0.898
C -0.3602 -0.0831 -1.8112 0.111
O 1.0261 0.1195 -1.7211 -0.705
H -1.6013 -1.7805 -1.8524 0.375
H -0.2137 -2.0302 -0.8993 0.380
H -0.8361 0.6420 -1.1259 0.112
H -0.7258 0.1409 -2.8095 0.161
H 1.2118 0.3477 -0.8075 0.466
```

Results
orbital gap: 0.356 Ha
lowest unoccupied orbital energy: 0.0221 Ha
relative energy (zero: lowest compared OMol25 entry of this formula, charge and spin): 58.4 kcal/mol
highest occupied orbital energy: -9.086 eV
SMILES: C=O.NCO